Entry 1:
Here is C5H7NOS in the gas phase in a non-equilibrium geometry from OMol25. Energies are from ωB97M-V/def2-TZVPD.

Lowest unoccupied orbital energy ... -1.096 eV
Frontier orbital gap ... 7.58 eV
HOMO energy ... -8.68 eV
ΔE to the lowest compared entry with this formula, charge and spin ... 3.358 eV
E ... -722.79467 hartree
Structure (SMILES) ... C/C(C=O)=C(\N)C=S

Atoms and positions in Å:
1 C 1.68233 -0.80008 0.04618
2 C 0.52287 0.28070 0.18710
3 C 0.95462 1.78869 0.14750
4 O 0.24062 2.78834 -0.04937
5 C -0.76471 -0.19923 0.13567
6 N -1.08928 -1.53829 -0.07853
7 C -1.85190 0.83341 -0.20878
8 S -3.45741 0.62625 0.15207
9 H 1.85371 -1.19831 1.20952
10 H 2.69087 -0.44834 -0.57334
11 H 1.19677 -1.74017 -0.56033
12 H 1.98180 1.73373 0.32464
13 H -2.09409 -1.58141 -0.21960
14 H -0.42348 -2.32275 0.05621
15 H -1.44273 1.77747 -0.56894

Cartesian forces, eV/Å:
-0.384 -0.989 0.789
1.022 0.241 -0.827
-4.320 -1.375 -0.487
2.116 -2.121 0.629
0.468 0.529 -2.277
0.107 1.544 0.723
-0.912 -1.190 1.831
1.842 0.068 -0.728
0.291 0.830 -3.262
-2.720 -0.824 2.064
1.601 2.371 1.319
2.230 1.143 0.118
0.294 -1.116 0.162
-1.381 1.122 -0.024
-0.255 -0.233 -0.030

---

Entry 2:
Here is a molecular structure, C5H7NOS in a non-equilibrium geometry from OMol25. Energies are from ωB97M-V/def2-TZVPD.

Lowest unoccupied orbital energy ... -0.157 eV
Frontier orbital gap ... 7.86 eV
HOMO energy ... -8.02 eV
ΔE to the lowest compared entry with this formula, charge and spin ... 2.758 eV
E ... -722.81672 hartree

Atoms and positions in Å:
1 C -0.74385 0.57626 -0.28193
2 C 1.43495 1.12107 0.06037
3 C -0.35525 -0.74592 0.47625
4 C 1.15632 -0.82054 0.58674
5 C -2.14886 0.59814 -0.64208
6 N 0.26488 1.40147 -0.46877
7 O 2.39875 1.79238 0.21782
8 S 2.33815 -1.56499 -0.60328
9 H -0.90551 -0.56070 1.46006
10 H -0.88265 -1.50648 -0.04706
11 H 1.32880 -0.95111 1.63630
12 H -2.25420 1.44630 -1.26401
13 H -2.84611 0.65188 0.16244
14 H -2.33504 -0.26258 -1.24854
15 H 3.54963 -1.17520 -0.04430

Cartesian forces, eV/Å:
4.545 -1.206 1.676
1.448 -3.478 2.519
0.075 1.760 -0.223
0.281 3.562 -0.189
0.525 1.350 -1.291
-5.822 0.715 -1.740
-0.171 -0.516 -0.167
-0.190 -0.418 0.587
1.093 -0.734 -0.823
-0.289 -1.024 -0.320
1.083 -0.246 0.285
-0.749 1.063 -0.719
-0.230 -0.106 0.810
-0.286 -0.718 -0.236
-1.314 -0.005 -0.170

---

Entry 3:
Here is C5H7NOS in the gas phase in a non-equilibrium geometry from OMol25. Energies are from ωB97M-V/def2-TZVPD.

Lowest unoccupied orbital energy ... -0.129 eV
Frontier orbital gap ... 8.13 eV
HOMO energy ... -8.26 eV
ΔE to the lowest compared entry with this formula, charge and spin ... 4.507 eV
E ... -722.75244 hartree
Structure (SMILES) ... O[C@@H]1[C@@H]2CN[C@H]1C2=S

Atoms and positions in Å:
1 O 0.04543 -0.69754 -2.58622
2 C 0.32880 -0.23333 -1.36071
3 C 0.31753 -1.07533 0.17684
4 C -1.08732 -1.43640 0.21430
5 N -1.59113 -0.08960 -0.22697
6 C -0.50524 0.71005 -0.51246
7 C 0.39315 0.48370 0.68110
8 S 1.16322 1.26212 1.87065
9 H -0.97178 -0.91158 -2.29077
10 H 1.35815 0.06463 -1.40784
11 H 1.04297 -1.74970 0.57451
12 H -1.27946 -2.23242 -0.52769
13 H -1.39045 -1.61812 1.33622
14 H -2.47871 0.18531 0.29545
15 H -0.79932 1.58334 -0.82615

Cartesian forces, eV/Å:
-5.739 -1.595 1.360
4.207 0.339 3.247
1.996 2.465 -0.940
-1.074 0.957 2.167
-5.852 -2.832 0.935
2.406 -2.161 1.081
0.279 -2.131 -0.044
-0.621 -0.451 -0.871
2.551 0.241 -2.365
0.587 0.697 0.100
0.637 -0.476 -0.227
-0.503 -0.001 0.756
0.072 -0.286 -2.339
2.217 0.164 -1.107
-1.164 5.070 -1.754

---

Entry 4:
Here is 2 unconnected molecules or ions with the total composition C5H7NOS in a non-equilibrium geometry from OMol25. Energies are from ωB97M-V/def2-TZVPD.

Lowest unoccupied orbital energy ... -1.171 eV
Frontier orbital gap ... 7.82 eV
HOMO energy ... -9.00 eV
ΔE to the lowest compared entry with this formula, charge and spin ... 5.244 eV
E ... -722.72537 hartree

Atoms and positions in Å:
1 C 1.83572 1.77794 -0.03519
2 C 0.78017 0.95200 -0.03504
3 C 1.05935 -0.49626 -0.47266
4 C -0.29680 -1.28288 -0.70348
5 C -2.34102 -0.30005 0.53449
6 H 2.93204 1.30831 -0.18435
7 H 1.93128 2.88212 0.01159
8 H -0.33367 1.43175 0.13184
9 H -0.07766 -2.40471 -1.07580
10 H -0.80189 -0.84882 -1.49795
11 H -0.20883 -0.69462 1.55358
12 H -2.79407 -0.29747 1.50599
13 N -1.08584 -0.99851 0.47710
14 O -3.03425 0.15231 -0.40008
15 S 2.43547 -1.18113 0.18996

Cartesian forces, eV/Å:
2.956 -0.353 -0.588
-1.207 1.627 -1.119
-0.956 -0.042 3.616
2.581 -1.185 -0.238
-0.286 -0.042 -2.868
-2.766 0.959 0.231
-0.896 -0.868 0.402
2.951 -1.603 -0.783
-0.619 2.279 1.706
-1.038 0.998 -1.777
-3.816 -1.407 -4.039
0.348 0.081 1.078
1.610 1.044 4.264
2.530 -1.406 1.744
-1.394 -0.083 -1.629

---

Entry 5:
Here is C5H7NOS in the gas phase in a non-equilibrium geometry from OMol25. Energies are from ωB97M-V/def2-TZVPD.

Lowest unoccupied orbital energy ... -1.159 eV
Frontier orbital gap ... 7.16 eV
HOMO energy ... -8.32 eV
ΔE to the lowest compared entry with this formula, charge and spin ... 3.992 eV
E ... -722.77138 hartree
Structure (SMILES) ... CC(=O)C(=S)/C=C\N

Atoms and positions in Å:
1 C 0.11325 -2.34627 -0.96319
2 C 0.64537 -1.01081 -0.55339
3 O 1.37277 -0.73122 0.49561
4 C -0.18532 0.14798 -1.11104
5 S -0.96750 0.01632 -2.47974
6 C -0.50433 1.35462 -0.24522
7 C -0.44885 1.68568 1.17420
8 N 0.48965 1.32377 2.24678
9 H -0.94164 -2.43352 -0.85819
10 H 0.78585 -3.21535 -0.79230
11 H 0.02919 -2.42928 -2.15235
12 H -1.24746 2.02746 -0.88617
13 H -1.13773 2.46685 1.48832
14 H 1.52533 1.07751 1.69030
15 H 0.47139 2.06625 2.94638

Cartesian forces, eV/Å:
2.398 -1.203 -3.871
0.654 2.029 5.158
-2.402 -1.813 -5.016
0.821 1.578 2.868
-0.744 -0.114 -2.140
-1.407 0.763 1.523
2.251 -0.953 -1.847
1.332 -0.342 -4.951
-0.749 -0.229 1.235
-0.866 0.613 0.882
0.648 0.797 2.110
1.518 -1.450 1.905
0.003 -0.122 -0.150
-3.961 0.818 2.639
0.502 -0.372 -0.345

---

Entry 6:
Here is a molecular structure, C5H7NOS2 in a non-equilibrium geometry from OMol25. Energies are from ωB97M-V/def2-TZVPD.

Lowest unoccupied orbital energy (alpha / beta) ... -1.226 / -1.053 eV
Frontier orbital gap (alpha / beta) ... 7.07 / 7.14 eV
HOMO energy (alpha / beta) ... -8.29 / -8.19 eV
ΔE to the lowest compared entry with this formula, charge and spin ... 3.493 eV
E ... -1120.94396 hartree

Atoms and positions in Å:
1 C 1.26079 2.50540 -2.43164
2 C -0.38330 -0.30138 1.64109
3 C 0.70213 -0.19042 0.61017
4 C -1.52311 -1.17213 1.04914
5 C 1.34781 1.41634 -1.66357
6 N 1.31273 3.56745 -2.87833
7 O -0.89111 -2.29623 -1.43492
8 S 0.01421 0.78998 -0.78367
9 S -1.69934 -1.22647 -0.83406
10 H -0.14666 -0.90094 2.65425
11 H -0.71062 0.78548 1.79534
12 H 1.57729 0.36466 1.08219
13 H 0.85402 -1.24174 0.26766
14 H -1.55110 -2.20450 1.46109
15 H -2.49191 -0.74695 1.22505
16 H 2.32817 0.85144 -1.75980

Cartesian forces, eV/Å:
-0.280 2.099 -0.450
-1.345 -0.087 1.383
1.505 -0.370 0.519
-0.250 -0.263 -0.825
1.636 -3.906 1.537
-0.156 0.643 -0.860
0.581 -0.739 -0.061
0.587 1.089 0.282
-0.750 -0.025 0.970
0.191 1.947 -2.229
0.054 -1.684 0.547
-0.788 -0.995 -1.099
0.874 0.934 -0.055
0.227 0.569 -0.548
-0.622 0.304 0.548
-1.463 0.484 0.341

---

Entry 7:
Here is a molecular structure, C5H7NS in a non-equilibrium geometry from OMol25. Energies are from ωB97M-V/def2-TZVPD.

Lowest unoccupied orbital energy ... 0.873 eV
Frontier orbital gap ... 9.77 eV
HOMO energy ... -8.89 eV
ΔE to the lowest compared entry with this formula, charge and spin ... 3.340 eV
E ... -647.53429 hartree

Atoms and positions in Å:
1 C 0.21477 -0.21998 1.03355
2 C 1.43595 0.56994 0.68064
3 C -0.22913 -0.37002 -0.36728
4 C -1.64720 -0.25503 -0.64718
5 C -2.79960 0.06131 -0.96084
6 H 0.65969 -1.52870 2.65729
7 H 0.97971 -2.12037 1.15677
8 H -0.42847 0.31565 1.74482
9 H 1.60324 1.34864 1.51084
10 H 2.30971 -0.12889 0.74495
11 H 0.24130 -1.34664 -0.59337
12 H -3.86131 0.15974 -1.46835
13 N 0.27726 -1.49357 1.67701
14 S 0.91916 0.93989 -0.99534

Cartesian forces, eV/Å:
-0.772 0.459 2.382
2.511 0.315 3.012
-0.708 -0.869 -1.017
-2.860 1.009 -1.361
0.166 -0.949 -0.844
-0.754 0.654 -1.278
-1.397 1.037 0.848
-0.217 0.574 -0.881
0.053 -0.493 -1.848
-0.383 0.703 -0.366
-0.796 0.295 -0.817
2.949 -0.164 1.686
2.658 -2.797 0.404
-0.449 0.225 0.079

---

Entry 8:
Here is C5H7NS in the gas phase in a non-equilibrium geometry from OMol25. Energies are from ωB97M-V/def2-TZVPD.

Lowest unoccupied orbital energy ... -0.029 eV
Frontier orbital gap ... 8.59 eV
HOMO energy ... -8.62 eV
ΔE to the lowest compared entry with this formula, charge and spin ... 2.737 eV
E ... -647.55644 hartree
Structure (SMILES) ... C=CC(C=C)=NS

Atoms and positions in Å:
1 C -1.86906 -0.07449 1.38893
2 C -0.67087 -0.52160 1.06043
3 C 0.10063 -0.22099 -0.13761
4 C 1.59246 -0.27290 0.11606
5 C 2.52465 0.34589 -0.70359
6 N -0.30412 0.18902 -1.28815
7 S -2.06239 0.48682 -1.57026
8 H -2.43188 -0.51126 2.23192
9 H -2.41295 0.77496 1.00275
10 H -0.31933 -1.43598 1.62397
11 H 1.79800 -0.73625 1.08258
12 H 3.63009 0.44058 -0.30388
13 H 2.14989 0.59343 -1.71604
14 H -1.72511 0.94278 -2.78711

Cartesian forces, eV/Å:
-1.208 0.247 1.363
-0.521 -2.210 0.301
1.056 0.998 -0.850
0.957 1.233 -1.601
-0.327 -1.817 2.355
-1.389 -0.040 0.618
2.102 -0.209 -0.025
0.637 0.034 -0.345
0.391 0.062 -0.534
-0.121 1.210 -0.524
0.483 0.404 -0.209
-2.416 -0.228 -1.356
0.718 0.427 0.795
-0.364 -0.108 0.012